No. 1
132
Properties=species:S:1:pos:R:3:forces:R:3 method="wB97M-V/def2-TZVPD" e_above_lowest_kj_mol=456.53 energy_ev=-58167.18901 e_homo_ha=-0.359 smiles=CC(C)O.CC(C)O.CC(C)O.CC(C)O.CC(C)O.CC(C)O.CC(C)O.CC(C)O.CC(C)O.CC(C)O.CC(C)O lumo_energy_ha=0.006 orbital_gap_ev=9.931 fmax_ev_per_a=3.329
C -3.979596 -4.565954 -4.729189 -1.0566 -0.5036 0.0016
C -3.783686 -4.081984 -3.308159 -0.3079 -0.0928 -0.1624
C -3.722146 -5.072714 -2.191079 -0.0567 -1.5578 0.7003
O -2.574316 -3.380874 -3.285319 0.6643 1.4479 0.2819
H -3.923896 -3.761494 -5.462579 0.2379 0.2017 0.2869
H -4.992506 -4.955934 -4.829359 -0.0257 -0.3823 -0.1093
H -3.266236 -5.339994 -5.012159 0.0639 -0.0883 0.0860
H -4.631586 -3.460174 -3.020889 0.3176 0.8745 -0.3518
H -3.073526 -5.914934 -2.432009 0.2118 -0.1090 -0.0672
H -4.664246 -5.512364 -1.863579 -0.3057 0.0496 -0.4052
H -3.323116 -4.615084 -1.285849 0.1239 0.2821 -0.1655
H -1.882296 -4.006124 -3.512869 0.2622 -0.0757 -0.0294
C -4.989086 -0.564224 0.785101 -0.8141 -0.1144 -0.2686
C -5.384086 0.697066 0.001481 0.6187 -0.1128 0.8077
C -6.410016 1.530696 0.715541 -1.2846 -0.6697 -0.2966
O -4.246026 1.507666 -0.218609 0.4929 0.2054 -0.0212
H -5.876296 -1.115844 1.096021 -0.2441 0.0629 -0.0210
H -4.450426 -0.344744 1.706931 0.3016 0.1298 -0.2388
H -4.473746 -1.261634 0.124681 0.5047 0.0839 0.1736
H -5.755076 0.401156 -0.979789 -0.4080 -0.1310 -0.0570
H -6.239196 1.790536 1.760241 0.6572 0.2002 -0.2023
H -7.282856 0.879766 0.765991 -0.3784 0.0516 -0.0065
H -6.718466 2.379406 0.105101 0.2363 0.2107 0.2359
H -3.536606 0.902076 -0.445739 0.4415 0.1612 -0.1417
C 2.754494 -4.568584 -5.234769 0.7720 0.1517 -0.1945
C 1.651064 -5.561314 -4.985379 0.2510 -0.0073 0.4237
C 2.012034 -7.028314 -4.784379 -0.1412 -0.7066 -1.8327
O 1.090424 -5.184834 -3.730909 -0.7350 0.4364 0.1380
H 3.497944 -4.637514 -4.440649 0.2989 -0.1839 -0.0265
H 2.374934 -3.549524 -5.160259 -0.2583 -0.0771 -0.1539
H 3.246384 -4.675584 -6.201569 0.0631 -0.1314 0.0034
H 0.925074 -5.392454 -5.780689 -0.4414 -0.3985 0.2658
H 2.142534 -7.592974 -5.707549 0.3152 0.3481 -0.5521
H 1.133464 -7.552644 -4.408489 0.2265 0.2022 0.7798
H 2.945784 -7.218184 -4.255089 -0.2727 0.2590 0.5631
H 1.836294 -5.330874 -3.144449 -0.1672 0.1300 0.6028
C -4.529516 0.855016 -5.224729 0.7443 0.3720 0.8875
C -3.921946 2.264356 -5.164779 -1.2635 -0.8929 -0.2456
C -2.430386 2.256106 -5.363989 0.2887 0.8348 0.3336
O -4.609816 3.061466 -6.126689 0.2433 0.5049 0.2159
H -5.596166 0.874156 -5.001179 -0.0412 0.1102 -0.5382
H -4.092036 0.320926 -4.381249 0.2076 -0.5298 -0.1930
H -4.261426 0.390586 -6.173699 -0.2892 -0.2756 0.0445
H -4.206226 2.624646 -4.176109 0.2255 0.5768 -0.0854
H -1.943486 1.781476 -4.512079 0.0926 -0.4856 -0.2931
H -2.025836 3.268236 -5.357949 -0.2181 0.2288 -0.0185
H -2.148656 1.849406 -6.335239 0.0382 -0.4692 0.1261
H -4.375536 2.711316 -6.989299 -0.0251 0.0106 -0.1972
C -1.917426 5.957086 1.252181 -0.0925 -0.4425 -0.0168
C -3.384806 6.126856 0.769081 1.0618 -0.0055 -0.0150
C -3.720176 7.620256 0.637671 -0.7614 -0.8539 0.5948
O -3.598566 5.534476 -0.490579 0.1358 0.0852 -1.0539
H -1.190936 6.467226 0.619661 -0.2461 0.4196 -0.0597
H -1.556886 4.928436 1.249151 -0.4458 -0.3427 -0.1397
H -1.789436 6.267906 2.289051 -0.1103 0.3699 -0.0022
H -4.049536 5.565186 1.425411 -0.0666 0.5861 0.7124
H -3.235756 8.081956 -0.222719 0.2481 -0.1194 0.1967
H -3.483316 8.107796 1.583341 0.2419 0.2562 -0.1753
H -4.797346 7.723456 0.506701 -0.0486 0.0579 -0.1496
H -3.762326 4.592716 -0.401909 0.0871 -0.1155 0.1139
C -0.501696 -3.645344 6.765571 -0.7336 0.7000 -0.0670
C 0.733634 -2.815294 7.028341 0.3426 1.4161 0.4242
C 0.897414 -1.531014 6.224471 -0.1746 -0.4550 -1.5055
O 0.676314 -2.294714 8.366441 -0.4802 -1.1031 0.7687
H -0.627116 -4.455874 7.483501 0.1463 0.0747 -0.0232
H -0.617206 -4.032024 5.753041 0.6623 -0.1449 -0.0577
H -1.356076 -2.972334 6.837781 -0.2036 -0.0007 0.4042
H 1.627344 -3.427734 6.908811 0.1731 -0.1182 -0.0097
H 1.692614 -0.910644 6.637841 0.2398 -0.2078 -0.1418
H 0.026734 -0.877954 6.165071 -0.3402 -0.3245 0.4204
H 1.115124 -1.790314 5.188381 0.3490 0.1986 -0.2135
H 1.474194 -1.784334 8.522901 0.0183 -0.0348 -0.0125
C 1.414594 4.123006 4.460061 -0.2867 0.9937 -0.7785
C 2.257864 5.384626 4.835511 0.0426 -1.4587 0.7383
C 1.706644 6.796576 4.526531 0.4746 -0.9838 -0.3280
O 2.626774 5.323696 6.217001 -0.4545 0.7674 0.6111
H 0.381794 4.096126 4.807481 -0.0103 0.4627 0.1775
H 1.819764 3.148806 4.733721 0.5982 0.2750 0.2844
H 1.388064 4.127266 3.370391 -0.2431 -0.1628 -0.2014
H 3.206524 5.230946 4.321181 0.0306 0.3982 -0.6391
H 1.697684 6.929266 3.444671 -0.0154 -0.0208 -0.0986
H 2.429394 7.508656 4.924871 -0.2005 0.0631 0.1273
H 0.696664 7.014906 4.873471 0.1307 -0.2469 0.3328
H 3.060594 4.493156 6.425811 -0.0687 -0.0884 -0.2618
C 0.850074 0.684556 0.350401 -0.0110 -1.0804 0.5238
C 0.345364 -0.564784 -0.386339 2.0230 0.3923 0.9544
C -0.042816 -1.739004 0.474541 0.0434 -0.4926 0.7910
O -0.722026 -0.169234 -1.130259 -1.9414 0.5018 -1.4054
H 0.037474 0.954306 1.024941 0.1020 0.5456 0.0091
H 1.170644 1.498176 -0.300269 -0.4415 -0.1009 -0.1436
H 1.718804 0.421666 0.953971 0.0218 -0.0508 0.1492
H 1.141074 -0.905054 -1.049029 0.3657 -0.1407 -0.1950
H 0.802994 -2.178614 1.003161 0.1598 -0.0155 -0.1046
H -0.489426 -2.516224 -0.145609 0.1349 -0.1467 -0.1913
H -0.795146 -1.531514 1.235491 -0.0749 0.4753 0.0013
H -1.017936 -0.972134 -1.565449 -0.5103 0.0730 -0.4357
C -0.681056 -9.410284 1.045741 -1.5501 -0.1215 0.2004
C -0.182466 -7.993324 1.130881 0.5398 -0.5018 1.0986
C -0.682286 -7.192974 2.353961 -1.2115 -0.5828 -0.8635
O 1.197334 -8.197764 1.291081 1.8827 0.8744 -0.3513
H -0.380546 -9.896674 0.117721 -0.0533 0.0880 0.0770
H -1.761796 -9.449974 1.181871 -0.2132 -0.2038 -0.3485
H -0.273366 -9.974264 1.884671 0.0959 -0.0889 0.0377
H -0.285096 -7.464624 0.183231 -0.2689 0.1618 0.1438
H -0.467656 -6.130404 2.240031 0.2050 -0.1507 0.3469
H -0.364526 -7.633564 3.298961 0.7384 0.1808 -0.0840
H -1.759356 -7.328554 2.452151 -0.3257 0.3781 -0.3236
H 1.309764 -8.683024 2.111741 0.1598 -0.0123 0.0529
C 5.258054 7.685006 1.306431 0.2068 0.2545 -0.1537
C 5.332214 6.810146 0.055641 -1.1762 -0.7298 0.5137
C 4.062894 6.104206 -0.396779 -0.7030 -0.4857 1.3820
O 5.659454 7.543516 -1.044149 1.6985 2.2070 -1.8247
H 6.195064 8.209976 1.492191 0.4594 -0.5421 -0.0481
H 5.017624 7.069196 2.173071 -0.0728 0.1249 0.0340
H 4.601574 8.553526 1.253441 -0.7071 -0.4194 -0.3323
H 6.100824 6.049206 0.190941 0.1401 -0.2388 0.5429
H 3.272064 6.760786 -0.759529 0.2850 0.4366 0.1236
H 3.644034 5.575626 0.459531 -0.1965 -0.5702 -0.1791
H 4.291644 5.433606 -1.225069 0.0330 -0.2715 0.1821
H 5.913714 6.921086 -1.729379 0.0195 0.2198 -0.2220
C 7.118434 1.553246 -0.255869 -0.2859 0.2480 0.3905
C 6.904084 0.212416 -0.890949 -0.8283 -0.5562 -0.2115
C 5.462754 -0.178484 -1.192289 -0.5913 0.4304 0.9333
O 7.585954 0.176456 -2.117999 1.1465 -0.4479 -0.5036
H 6.536304 2.302306 -0.792659 0.1017 0.2392 -0.0734
H 8.182574 1.783676 -0.307139 -0.0771 0.1385 0.0624
H 6.795814 1.575426 0.785051 -0.0098 0.0010 0.0582
H 7.298344 -0.552284 -0.221709 0.5189 -0.1634 -0.3487
H 4.947014 -0.530654 -0.298929 0.0239 -0.1864 0.1432
H 5.401084 -0.956614 -1.953089 0.1239 0.1369 0.0390
H 4.889424 0.704116 -1.475869 -0.0379 0.0533 -0.4770
H 7.229494 0.855796 -2.695089 -0.1088 0.1131 -0.0093

---

No. 2
135
Properties=species:S:1:pos:R:3:forces:R:3 method="wB97M-V/def2-TZVPD" e_above_lowest_kj_mol=186.44 energy_ev=-60248.53657 e_homo_ha=-0.353 smiles=CC(C)O.CC(C)O.CC(C)O.CC(C)O.CC(C)O.CC(C)O.CC(C)O.CC(C)O.CC(C)O.CC(C)O.CC(C)O.O lumo_energy_ha=0.012 orbital_gap_ev=9.945 fmax_ev_per_a=2.994
C -2.173365 4.983343 0.754446 -0.4307 0.2446 -0.6366
C -1.658352 5.035277 -0.708796 -0.3945 1.4258 0.1082
C -1.001168 6.423101 -0.954685 -2.3773 -0.6735 -1.6915
O -0.681618 4.031833 -0.838993 0.8905 -0.7879 -0.5889
H -1.282471 4.771129 1.372011 -0.5944 -0.2674 -0.0860
H -3.018952 4.266598 0.882621 0.9172 0.2891 0.1405
H -2.532683 5.987108 1.069132 0.0875 -0.6028 -0.3082
H -2.425146 4.853953 -1.508746 0.2142 0.3411 0.9512
H -0.525153 6.349150 -1.912631 0.9811 0.0047 -0.4098
H -0.362745 6.691338 -0.171812 1.1207 0.4308 1.0532
H -1.741573 7.221848 -1.172319 0.1185 -0.4458 0.6964
H -0.297892 4.051622 -1.742322 -0.3907 0.0614 0.8350
C 4.639858 -3.874920 -0.979846 -0.0190 -0.2113 -0.2663
C 3.534078 -3.342706 -0.121387 1.8042 2.0067 1.1327
C 3.718168 -3.449054 1.416227 -0.0712 -0.4141 -0.4783
O 3.458802 -1.929117 -0.525365 -0.2840 -1.7925 0.4260
H 4.846743 -4.920595 -0.768098 -0.2509 -0.2854 -0.4208
H 5.588586 -3.363224 -0.872821 0.0374 0.4235 0.3413
H 4.286993 -3.658800 -1.996972 0.3976 -0.6390 -0.0381
H 2.636254 -3.855337 -0.328305 -1.2816 -0.4932 -0.6037
H 4.431100 -2.749621 1.854322 0.2658 -0.0326 -0.4248
H 4.064005 -4.475540 1.609391 -0.1984 0.2704 0.2842
H 2.771669 -3.268471 1.951566 0.1529 -0.2215 -0.2707
H 3.051523 -1.559910 0.249587 -0.6284 1.1865 0.1679
C 1.752105 -3.139159 -3.749882 1.0930 -1.6003 0.0478
C 2.124464 -1.741792 -4.005684 1.4607 2.4290 0.4320
C 1.484160 -1.150829 -5.283116 0.1504 -0.0402 0.4524
O 1.622920 -0.949505 -2.922022 -0.4603 0.4327 -0.4965
H 0.701311 -3.198677 -3.631576 -1.2257 -0.1983 -0.0347
H 2.196574 -3.428116 -2.790885 -0.0475 -0.1508 -0.1088
H 2.097680 -3.862111 -4.514598 -0.1787 0.4144 0.2730
H 3.264804 -1.595235 -3.957205 -1.3903 -0.4967 -0.7573
H 1.585176 -1.919361 -6.037313 -0.0520 -0.0148 -0.5235
H 1.916388 -0.197057 -5.673039 -0.2442 -0.7827 0.5855
H 0.404296 -1.009308 -5.078566 0.5301 -0.0166 -0.1253
H 2.014097 -1.127747 -2.055030 0.2673 -0.3289 0.0286
C 1.081141 4.624703 4.454062 -0.9574 0.1101 -0.2445
C 0.719806 3.182246 4.687058 0.4708 -1.8598 -1.1859
C 0.798784 2.334208 3.360351 -0.1251 2.5198 1.0020
O 1.679904 2.658778 5.622232 -0.1840 -1.0075 -0.3990
H 2.086768 4.624864 4.004939 -0.4038 0.4680 0.1938
H 1.044617 5.045370 5.441966 0.6027 0.6345 0.4448
H 0.317354 5.221096 3.875972 0.8690 -0.8777 0.1801
H -0.255603 3.001999 5.123200 -0.5198 0.5048 0.0747
H 1.835846 2.380408 3.047787 0.1316 -0.1688 -0.3744
H 0.151727 2.875912 2.651287 0.1953 -0.5310 -0.1422
H 0.478997 1.334464 3.510349 -0.3253 -0.9754 0.0359
H 1.643424 1.673167 5.508450 0.1065 1.0754 0.4403
C 3.626564 2.036632 -4.014170 -0.2010 -0.0997 -0.7501
C 3.639721 1.547553 -2.607522 1.7381 -0.1820 0.0532
C 4.516087 0.295234 -2.281259 -0.8072 1.7379 0.0339
O 3.997634 2.687549 -1.819557 -0.8231 0.2530 1.1960
H 3.397989 1.219152 -4.694205 0.0964 0.0613 -0.2647
H 4.566008 2.522390 -4.277933 0.2525 -0.2912 -0.1181
H 2.871346 2.814607 -4.116510 -0.1924 -0.0629 -0.0657
H 2.644174 1.254216 -2.335504 -0.5581 0.1889 0.4389
H 4.585247 0.308257 -1.190012 0.1071 -0.3986 -0.1677
H 5.526353 0.314825 -2.716787 -0.4218 -0.1092 -0.0842
H 3.865354 -0.511819 -2.597714 0.8080 -0.3886 0.0777
H 4.864442 3.048693 -1.993294 0.3321 -0.2805 -0.3717
C 0.706866 -6.986949 -0.231103 -0.0594 -0.2987 -0.0351
C 0.496955 -5.698844 0.535128 -0.0708 0.3852 0.5112
C -0.188482 -4.580294 -0.271616 0.8829 -0.5276 -1.7076
O -0.331946 -6.072305 1.647424 0.0230 -0.0651 -0.1761
H 1.235051 -7.696265 0.452037 -0.3742 0.4105 -0.7955
H 1.234463 -6.850606 -1.187876 0.1273 0.0088 0.4880
H -0.280954 -7.386342 -0.478682 0.0925 -0.1653 0.0821
H 1.472226 -5.426558 0.953436 -0.0029 0.5098 -0.1709
H -1.092945 -5.075496 -0.715469 0.5950 0.9328 0.2660
H 0.490835 -4.197487 -1.094944 -0.6890 -0.9358 0.4599
H -0.392631 -3.614618 0.191709 -0.4174 -0.4050 0.8300
H -0.724291 -5.268751 1.986379 -0.1301 0.1943 0.2444
C -2.747745 -3.149607 -3.832309 -1.1943 1.8881 -1.1584
C -4.080254 -3.222720 -3.100049 0.2876 0.2957 -1.0783
C -3.852303 -3.525227 -1.666507 0.4927 0.4162 1.4901
O -4.870246 -2.007935 -3.221812 0.6749 -0.6028 -0.1166
H -3.044870 -2.794372 -4.846652 0.6832 -0.6416 0.2754
H -2.198220 -4.075860 -3.833066 0.1498 -0.2760 -0.0579
H -2.173908 -2.320076 -3.428372 0.4740 -0.0651 0.2907
H -4.636168 -3.970373 -3.693090 -0.2887 0.1000 0.8888
H -4.776170 -3.356707 -1.146780 -0.5150 -0.3117 0.5242
H -3.123271 -2.822350 -1.189349 -0.4297 -0.1215 -0.6574
H -3.426113 -4.494549 -1.421128 -0.2777 -0.3515 -0.3133
H -4.348887 -1.242810 -2.927602 0.0557 -0.1722 -0.0814
C -5.312325 2.943048 3.661259 -0.7149 0.2603 0.0031
C -5.186580 1.500862 3.266919 0.0141 -0.8425 -0.0456
C -3.804439 1.175531 2.689407 0.1802 -0.9521 -0.1497
O -5.386928 0.636559 4.420994 -0.0351 0.6032 -0.5832
H -5.220365 3.564280 2.762998 0.2533 0.1049 0.3195
H -4.519313 3.089208 4.373259 0.3972 0.7383 0.2831
H -6.285370 3.216290 4.141476 0.6282 -0.4438 -0.3683
H -5.920622 1.293650 2.478541 -0.1835 -0.3482 0.2376
H -3.682431 1.543527 1.649786 -0.0369 0.1018 0.6743
H -3.652473 0.066672 2.622770 -0.3538 0.8498 0.1122
H -2.998475 1.536294 3.346598 -0.2195 0.1341 -0.2909
H -5.947344 1.112808 5.049871 0.1116 -0.1948 -0.2260
C -6.128329 0.922615 -2.347421 0.0037 -0.3907 -0.6364
C -4.967429 1.837573 -2.667261 0.8913 -0.8266 0.9146
C -4.753029 2.770819 -1.495684 0.9867 1.3678 -0.8128
O -3.775279 1.004814 -2.789074 -0.5792 -0.2299 0.0157
H -5.891468 0.324116 -1.460420 -0.1585 0.2432 -0.0214
H -6.281506 0.220936 -3.169829 -0.1151 -0.0115 0.0553
H -7.050242 1.501306 -2.209024 0.2467 -0.1534 0.1048
H -5.076455 2.313174 -3.636078 -0.3647 0.5099 0.0223
H -4.460223 2.264727 -0.593640 -0.4712 -0.6446 0.4350
H -5.575464 3.462754 -1.352307 -0.3220 -0.0983 0.2328
H -3.874910 3.410763 -1.663158 -0.1392 0.0178 -0.2998
H -2.999658 1.562797 -2.913101 -0.1258 0.0327 0.0177
C -0.923693 -0.331462 0.794665 0.3972 -0.2213 1.2137
C -0.057445 -0.332331 -0.490305 -0.2973 -1.8709 1.9235
C -0.727152 0.439591 -1.557908 -0.8088 0.1131 -0.2825
O 1.313534 -0.093245 -0.271252 0.5197 1.9196 0.2640
H -1.892097 -0.886885 0.709452 0.6869 0.5802 -0.4489
H -1.131299 0.723745 1.021999 -0.1514 -0.2653 0.4200
H -0.422703 -0.839342 1.690744 -0.2997 0.8972 -1.2437
H 0.048685 -1.385327 -0.703047 -0.7454 -0.5701 -0.9654
H -0.222422 0.250057 -2.476656 0.1279 0.0105 -0.8863
H -0.814631 1.501360 -1.380254 0.4988 0.5479 0.4119
H -1.777591 0.143582 -1.592507 0.0638 -0.3872 -0.2787
H 1.517788 0.876236 -0.216802 -0.0623 -0.7488 0.2818
C 4.612858 -0.311651 5.974478 0.1384 -1.4167 0.9629
C 3.665435 0.211338 4.932310 -0.2872 -0.3174 -0.6790
C 3.975027 -0.244329 3.522314 -0.8164 -0.1750 -1.0158
O 2.361764 -0.302436 5.277299 -0.0877 0.1326 0.2202
H 4.234710 -0.211175 6.992881 -0.2400 0.7114 -0.0013
H 5.611165 0.071602 5.990198 0.5884 0.4442 -0.3376
H 4.710378 -1.426203 5.943012 -0.0226 0.6086 -0.6500
H 3.613659 1.305921 4.860071 -0.0771 -0.1924 0.6966
H 3.120413 -0.070020 2.818987 0.6303 0.6712 0.6396
H 4.007442 -1.316759 3.449001 0.5816 -0.6903 0.3940
H 4.888848 0.195576 3.119861 -0.0581 -0.0251 -0.0032
H 2.516311 -1.055150 5.871639 -0.3013 0.3906 -0.2939
O 2.412832 2.441865 0.374964 -0.8362 -0.2585 0.7317
H 1.664904 3.030576 0.562093 0.3820 -0.0470 -0.2582
H 2.922628 2.782229 -0.364297 0.3332 0.3455 -0.5008